(1)
C4H4O4 | ωB97M-V/def2-TZVPD

The geometry in XYZ format:
```
12
Properties=species:S:1:pos:R:3:forces:R:3
C -2.106 0.234 0.120 0.0 -2.2 0.3
C -0.809 -0.533 -0.325 -0.5 -1.2 1.9
O -0.689 -1.755 -0.449 -0.4 2.9 -0.3
C 0.406 0.368 -0.094 -1.5 0.7 -0.9
O 0.195 1.537 0.134 1.0 -0.8 -0.1
C 1.729 -0.283 0.036 4.8 -0.4 2.9
O 2.006 -0.909 1.078 -1.2 1.5 -3.3
O 2.720 0.171 -0.846 1.7 -1.1 2.6
H -2.883 -0.551 -0.180 0.5 1.4 1.2
H -1.982 0.522 1.252 -0.4 -1.1 -2.0
H -2.304 1.188 -0.343 0.2 0.1 -0.5
H 3.716 0.013 -0.382 -4.2 0.3 -1.6
```
Forces are in eV/Å.

- highest occupied orbital energy (eV) = -10.218
- spin multiplicity = 1
- charge = 0
- E (eV) = -12400.9227
- frontier orbital gap (eV) = 9.05



(2)
C24H29N3O5S | ωB97M-V/def2-TZVPD

The geometry in XYZ format:
```
62
Properties=species:S:1:pos:R:3:forces:R:3
C -0.417 -3.146 2.585 -0.2 -0.2 -0.1
C -1.505 -3.720 1.678 0.1 0.0 0.0
C -2.787 -2.901 1.812 0.1 -0.2 0.0
C -1.034 -3.879 0.223 -0.1 0.1 0.2
C -0.884 -2.624 -0.655 0.3 -0.2 -0.1
N -2.147 -2.235 -1.250 0.0 0.4 -0.6
S -2.047 -1.044 -2.420 -0.8 0.0 -0.2
O -0.732 -1.135 -2.989 0.3 0.1 0.3
O -3.183 -1.222 -3.273 -0.2 0.1 0.3
C -2.237 0.541 -1.605 -0.1 -0.5 -0.4
C -3.459 0.825 -1.023 0.0 -0.1 -0.1
C -3.660 2.009 -0.330 0.2 0.2 0.1
C -2.584 2.875 -0.247 0.3 -0.5 -0.4
C -1.356 2.576 -0.857 -0.9 -0.5 0.0
C -1.158 1.408 -1.556 0.2 0.5 0.1
O -0.480 3.594 -0.619 0.4 -0.1 -0.2
C -1.123 4.532 0.133 -0.4 0.6 0.5
O -0.635 5.552 0.524 0.2 0.0 -0.1
N -2.413 4.098 0.358 0.3 -0.1 -0.2
C -3.380 4.840 1.118 -0.1 0.1 0.1
C -0.255 -1.405 0.020 0.1 -0.2 0.0
O -0.943 -0.514 0.493 0.1 -0.2 0.3
N 1.084 -1.361 -0.017 0.3 0.0 0.0
C 1.841 -0.176 0.348 0.0 -0.1 0.4
C 2.611 -0.392 1.652 -0.2 0.4 -0.1
C 3.444 0.850 1.938 0.2 -0.2 0.0
C 4.526 0.993 0.875 -0.1 0.1 0.2
C 3.998 0.816 -0.524 0.1 0.0 -0.1
C 4.795 1.210 -1.594 -0.1 0.0 0.0
C 4.379 1.037 -2.899 0.1 0.0 0.0
C 3.148 0.455 -3.153 -0.1 0.0 -0.1
C 2.345 0.059 -2.100 0.0 0.0 -0.1
C 2.757 0.237 -0.782 0.0 0.0 -0.1
H -0.724 -3.226 3.626 0.0 0.0 0.1
H -0.243 -2.098 2.367 0.1 0.1 0.1
H 0.518 -3.689 2.463 0.1 0.0 0.0
H -1.717 -4.739 2.027 0.0 0.1 -0.1
H -3.148 -2.948 2.838 -0.1 0.0 0.1
H -2.597 -1.857 1.573 0.0 0.1 0.0
H -3.565 -3.293 1.160 -0.2 0.0 -0.1
H -0.067 -4.388 0.242 0.0 0.0 -0.1
H -1.737 -4.528 -0.304 0.1 0.0 -0.1
H -0.257 -2.887 -1.513 0.0 0.0 0.3
H -2.862 -2.020 -0.572 -0.2 0.1 0.1
H -4.258 0.108 -1.130 -0.2 0.0 0.0
H -4.606 2.239 0.131 -0.1 0.0 0.0
H -0.224 1.162 -2.031 0.2 0.0 0.0
H -3.706 4.264 1.986 0.0 0.0 0.0
H -4.246 5.083 0.499 0.0 0.0 0.0
H -2.898 5.759 1.449 -0.1 -0.1 0.0
H 1.594 -2.105 -0.467 -0.1 0.0 -0.1
H 1.091 0.611 0.508 0.1 -0.1 0.0
H 3.264 -1.263 1.552 0.0 -0.1 0.0
H 1.907 -0.583 2.463 0.0 -0.1 0.0
H 3.902 0.782 2.926 0.0 0.1 0.0
H 2.796 1.728 1.926 0.0 0.1 0.1
H 5.300 0.236 1.043 0.0 0.1 0.0
H 5.010 1.969 0.959 0.1 0.0 0.0
H 5.757 1.659 -1.390 0.1 0.1 0.0
H 5.011 1.353 -3.715 0.1 0.0 -0.1
H 2.808 0.310 -4.167 0.0 0.0 -0.1
H 1.389 -0.398 -2.313 -0.1 0.0 0.0
```
Forces are in eV/Å.

- highest occupied orbital energy (eV) = -8.606
- spin multiplicity = 1
- charge = 0
- E (eV) = -50903.4995
- frontier orbital gap (eV) = 9.20



(3)
C13H50N18O12 | ωB97M-V/def2-TZVPD

The geometry in XYZ format:
```
93
Properties=species:S:1:pos:R:3:forces:R:3
C -2.951 2.435 1.751 0.8 -0.9 0.7
O -4.156 2.959 2.227 -1.1 0.7 -0.3
H -2.887 2.342 0.667 -0.4 0.4 0.1
H -2.115 3.010 2.149 0.3 0.2 -0.3
H -2.846 1.433 2.167 0.3 -0.4 -0.1
H -4.113 2.994 3.186 0.0 -0.1 -0.1
C -1.005 5.781 0.173 0.2 0.6 -0.2
O -2.360 6.206 0.122 0.2 -0.2 -0.1
H -0.552 5.861 -0.815 0.2 -0.1 -0.1
H -0.483 6.488 0.819 0.1 -0.2 0.2
H -0.870 4.759 0.525 -0.2 -0.1 0.2
H -2.664 5.955 -0.754 -0.4 -0.1 0.1
C -2.207 -3.126 0.875 -2.2 1.1 -0.4
O -1.338 -3.801 0.453 4.6 -2.2 -1.3
N -2.174 -1.854 1.217 0.6 2.7 0.9
N -3.415 -3.650 0.916 -4.0 -1.9 0.6
H -3.032 -1.345 1.373 0.1 -0.2 0.0
H -1.359 -1.284 1.042 0.3 -0.3 0.0
H -4.282 -3.172 1.119 0.4 0.3 0.0
H -3.546 -4.601 0.604 0.4 0.3 0.0
C 4.415 0.669 1.604 1.0 0.2 -0.4
O 5.124 1.601 1.502 3.7 4.2 -0.6
N 3.196 0.792 1.983 -5.2 -0.3 1.9
N 4.737 -0.557 1.314 1.2 -3.4 -0.8
H 2.755 -0.087 2.213 -0.8 0.6 0.1
H 2.843 1.649 2.383 0.2 -0.3 -0.1
H 5.613 -0.776 0.861 -0.3 0.1 0.3
H 3.991 -1.222 1.461 0.4 -1.0 -0.5
C 0.287 -3.230 -2.907 0.2 1.1 -1.5
O -0.216 -2.160 -2.718 -1.6 4.2 0.5
N 0.023 -4.215 -2.180 -0.9 -5.8 3.8
N 1.041 -3.496 -3.925 2.2 -0.3 -3.4
H 0.375 -5.097 -2.523 -0.4 -0.1 0.8
H -0.572 -4.151 -1.367 0.0 0.0 0.2
H 1.566 -4.354 -4.007 -0.1 0.5 0.0
H 1.156 -2.754 -4.600 0.5 0.0 -0.2
C -1.116 -0.500 5.249 0.6 5.2 -0.2
O -1.595 0.400 5.957 -0.4 -0.9 0.2
N -1.148 -1.757 5.388 -2.3 -7.4 3.5
N -0.389 -0.260 4.190 1.8 1.7 -2.8
H -1.721 -2.112 6.140 0.1 0.0 0.0
H -0.519 -2.457 5.021 0.0 0.7 -0.2
H -0.118 0.692 3.988 0.0 0.0 -0.3
H -0.152 -1.039 3.593 0.1 0.7 -0.2
C 0.017 -0.703 -5.907 -1.6 0.5 1.7
O 1.122 -1.191 -5.756 1.3 -1.1 -0.1
N -0.361 -0.055 -6.971 -0.1 1.8 -4.3
N -0.953 -0.682 -4.990 -0.3 -0.9 1.9
H 0.248 -0.042 -7.776 -0.1 0.1 0.2
H -1.281 0.347 -7.077 0.3 -0.2 0.1
H -0.774 -1.224 -4.157 0.0 0.0 0.5
H -1.824 -0.171 -4.998 0.2 0.0 -0.4
C 0.187 3.654 4.058 0.6 -3.1 -0.8
O 0.309 2.492 3.741 0.6 -2.0 -0.9
N -0.854 4.130 4.612 -4.3 1.8 2.1
N 1.101 4.548 3.885 3.6 2.8 -0.9
H -0.831 5.137 4.692 -1.3 -0.4 0.5
H -1.613 3.510 4.855 0.0 0.4 0.0
H 0.925 5.425 4.354 1.0 -0.1 -0.3
H 2.033 4.197 3.717 -0.1 0.5 0.0
C 0.308 0.232 0.007 -0.9 0.8 1.1
O 0.674 -0.658 0.739 1.2 -2.0 1.6
N -0.156 0.109 -1.180 -0.5 -1.8 -4.8
N 0.102 1.471 0.380 0.4 3.6 2.3
H -0.454 0.933 -1.683 -0.1 -0.2 -0.1
H 0.082 -0.704 -1.730 -0.1 -0.4 -0.2
H -0.409 2.068 -0.254 -0.1 0.1 0.4
H 0.284 1.784 1.323 -0.1 -0.1 -0.1
C 3.046 -0.628 -2.587 -1.4 -0.2 0.6
O 3.441 -1.761 -2.668 1.2 -2.3 -1.1
N 3.187 0.035 -1.470 1.4 1.4 2.7
N 2.243 -0.004 -3.421 -0.7 0.7 -2.3
H 3.670 -0.531 -0.787 -0.2 0.9 0.6
H 2.682 0.894 -1.301 0.4 -0.4 0.5
H 2.075 0.982 -3.282 -0.2 -0.4 -0.5
H 1.952 -0.546 -4.222 -0.3 0.6 -0.5
C -3.136 1.272 -2.088 0.4 2.9 0.3
O -2.274 2.046 -1.667 0.9 1.0 0.5
N -2.972 0.002 -2.151 0.9 -4.2 0.0
N -4.295 1.689 -2.574 -1.8 0.9 -0.7
H -2.153 -0.401 -1.719 -0.1 -0.1 0.0
H -3.778 -0.583 -2.319 0.0 -0.4 -0.1
H -4.952 0.964 -2.826 -0.4 0.2 -0.1
H -4.630 2.630 -2.421 0.2 -0.3 0.0
C 3.422 -4.663 0.721 -0.2 0.4 0.0
C 2.840 -3.338 0.277 0.4 0.2 -0.4
O 2.615 -2.427 1.325 0.0 -0.2 1.2
H 4.438 -4.521 1.090 0.1 -0.1 -0.1
H 3.423 -5.288 -0.172 0.2 -0.3 0.2
H 2.833 -5.119 1.517 -0.1 -0.1 -0.1
H 1.877 -3.444 -0.223 0.1 -0.4 -0.4
H 3.540 -2.833 -0.388 0.0 -0.4 -0.6
H 1.803 -2.001 1.038 -0.5 0.9 0.3
```
Forces are in eV/Å.

- highest occupied orbital energy (spin up / spin down) (eV) = 0.121 / -7.014
- spin multiplicity = 2
- expectation value of S² = 0.75
- charge = -1
- E (eV) = -65689.5717
- frontier orbital gap (spin up / spin down) (eV) = 1.94 / 9.05



(4)
C18H64N8O14 | ωB97M-V/def2-TZVPD

The geometry in XYZ format:
```
104
Properties=species:S:1:pos:R:3:forces:R:3
C 2.372 5.205 -1.746 -0.5 0.1 0.2
C 2.208 4.005 -0.893 -1.2 -1.9 1.3
O 2.028 2.851 -1.701 0.6 0.5 -1.1
H 1.660 5.189 -2.569 -0.2 0.2 0.2
H 3.335 5.123 -2.142 1.6 0.1 -1.1
H 2.361 6.131 -1.185 -0.3 0.2 0.1
H 1.379 4.029 -0.169 -0.2 0.5 -0.4
H 3.047 3.769 -0.252 0.8 0.7 0.2
H 1.587 2.163 -1.198 -0.4 -0.2 0.6
C 2.344 -3.563 2.009 0.5 0.4 0.1
C 3.419 -2.556 2.453 -0.9 0.0 -1.2
O 2.994 -1.640 3.433 -0.2 -0.7 0.9
H 1.326 -3.172 2.122 0.3 0.2 -0.4
H 2.361 -4.457 2.576 0.1 -1.1 0.6
H 2.552 -3.820 0.948 -0.4 0.1 0.6
H 3.496 -1.999 1.571 0.4 1.3 -1.6
H 4.428 -2.950 2.545 0.0 -0.5 0.9
H 3.580 -0.886 3.391 0.1 0.2 0.1
C -2.420 -0.395 -3.317 1.0 -0.8 -0.2
C -2.203 -1.941 -3.367 -0.6 1.1 -0.5
O -1.599 -2.314 -2.138 0.2 1.6 -1.0
H -1.443 0.144 -3.336 -0.6 -0.3 -0.4
H -2.860 -0.078 -2.366 -0.4 -0.2 -0.3
H -3.028 -0.163 -4.201 0.1 0.4 0.3
H -1.619 -2.233 -4.290 -0.2 0.3 1.0
H -3.179 -2.435 -3.475 0.1 0.1 0.1
H -1.770 -3.209 -1.976 -0.1 -2.1 0.7
C -5.211 0.393 2.178 0.4 1.1 0.1
C -3.670 0.389 2.381 -0.6 -0.8 0.3
O -3.139 1.682 2.414 -0.8 0.7 0.1
H -5.733 1.013 2.974 0.8 -0.4 -1.1
H -5.616 -0.596 2.288 0.0 -0.7 0.1
H -5.488 0.721 1.154 0.1 0.1 0.7
H -3.109 -0.244 1.663 -0.6 0.4 -0.1
H -3.480 -0.067 3.349 -0.1 -0.2 0.4
H -2.183 1.600 2.547 0.4 0.0 -0.1
C -3.624 2.727 -0.682 6.3 -5.2 1.4
O -2.546 1.816 -0.524 -5.4 4.1 -1.2
N -3.948 3.202 -1.832 1.8 -1.3 -3.8
N -4.236 3.169 0.360 -0.6 0.0 3.6
H -3.414 2.787 -2.600 -0.4 0.5 0.3
H -4.662 3.821 -2.045 -1.4 1.2 -0.1
H -3.948 2.717 1.251 0.0 0.1 -0.3
H -5.075 3.706 0.355 -0.3 0.3 -0.3
C 1.309 -4.305 -1.664 -3.5 6.8 4.9
O 0.625 -3.495 -0.813 2.1 -3.6 -2.9
N 1.562 -5.504 -1.465 1.1 -9.5 5.3
N 1.800 -3.862 -2.754 2.6 4.1 -4.9
H 1.567 -6.066 -0.546 -0.8 2.2 -1.7
H 2.059 -6.080 -2.095 0.3 0.1 -1.2
H 1.469 -2.804 -2.867 0.8 -1.6 -0.6
H 2.788 -4.067 -3.103 -2.3 -0.1 0.8
C 1.708 -0.387 -3.426 -5.1 8.0 -2.9
O 1.055 0.728 -3.831 3.3 -5.1 1.3
N 2.979 -0.572 -3.573 5.3 2.3 -0.8
N 1.034 -1.365 -2.851 -2.8 -1.8 1.2
H 3.585 0.326 -3.781 -2.0 -2.5 0.5
H 3.455 -1.265 -3.001 -0.5 0.2 -0.5
H 0.009 -1.286 -2.940 1.0 0.2 -0.2
H 1.179 -1.338 -1.827 0.3 -0.2 -0.2
C 0.430 0.006 -0.157 1.5 5.8 2.5
O 0.812 1.314 0.266 -1.5 -5.5 -2.2
N 1.319 -0.953 -0.204 3.6 0.5 0.9
N -0.781 -0.328 -0.389 -3.9 0.7 -1.2
H 2.272 -0.602 -0.067 -0.6 -0.1 0.2
H 1.161 -1.921 -0.054 -0.8 -1.3 -0.1
H -1.494 0.415 -0.539 0.6 0.0 0.6
H -1.118 -1.222 -0.778 0.9 0.2 0.3
C 0.505 0.361 3.235 -0.8 1.3 0.6
O -0.538 1.038 2.492 0.6 -1.3 1.9
H 0.674 -0.646 2.950 0.1 -1.1 -0.7
H 0.165 0.298 4.262 0.3 0.3 0.3
H 1.462 0.883 3.116 -0.3 0.1 0.3
H -0.089 1.098 1.656 0.2 1.1 -2.0
C 4.041 2.152 1.847 1.2 1.1 -0.6
O 4.609 3.489 2.030 0.6 -1.4 0.3
H 3.165 2.341 1.271 -0.9 -0.7 -0.5
H 3.765 1.659 2.788 0.3 0.1 -0.1
H 4.770 1.539 1.235 -0.8 0.7 0.9
H 3.895 4.121 2.046 -0.3 0.1 0.0
C -1.174 4.254 1.032 2.7 -1.1 0.0
O -2.190 4.996 1.549 -0.8 1.3 0.8
H -0.249 4.572 1.470 0.7 0.5 0.2
H -1.083 4.366 -0.046 0.0 -0.3 -0.3
H -1.228 3.208 1.332 -0.2 -0.2 -0.5
H -2.861 4.515 1.111 -2.3 0.0 -0.1
C 4.564 -0.987 -0.856 -0.2 0.4 -0.2
O 3.708 0.131 -0.680 -0.2 -1.0 0.9
H 4.012 -1.929 -0.706 -0.1 0.4 0.4
H 5.449 -0.952 -0.203 -0.2 -0.1 -0.3
H 4.789 -0.980 -1.905 1.2 -0.3 -0.4
H 4.097 0.936 -0.993 0.3 0.7 -0.3
C -1.427 -2.356 3.088 1.1 0.5 -0.3
O -1.190 -2.214 1.685 -0.9 -0.2 0.3
H -0.430 -2.477 3.469 0.3 0.0 1.2
H -1.991 -3.219 3.354 -0.5 -0.9 -0.4
H -1.931 -1.503 3.531 0.1 0.3 0.0
H -0.610 -1.450 1.614 -0.2 0.2 -0.2
C -4.294 -1.944 -0.351 -0.3 0.3 1.1
O -3.769 -2.795 0.660 -0.6 -1.0 -1.2
H -4.507 -2.441 -1.282 0.5 -0.8 -0.3
H -3.717 -1.050 -0.573 0.3 0.1 0.2
H -5.264 -1.650 0.003 -0.7 0.7 0.1
H -3.188 -2.360 1.270 0.7 0.7 0.0
```
Forces are in eV/Å.

- highest occupied orbital energy (eV) = -8.834
- spin multiplicity = 1
- charge = 0
- E (eV) = -60284.6478
- frontier orbital gap (eV) = 8.84



Question: What is the E in the fourth record?
Answer: -60284.6478 eV